A cluster of 7 separate species, C14H28Cl14 in total at a distorted geometry, computed with ωB97M-V/def2-TZVPD.

Output
- LUMO level (Eh) = 0.0158
- relative energy (zero: lowest compared OMol25 entry of this formula, charge and spin) (kcal/mol) = 25.4
- gap between HOMO and LUMO (eV) = 10.946
- SMILES = ClCCCl.ClCCCl.ClCCCl.ClCCCl.ClCCCl.ClCCCl.ClCCCl
- highest occupied orbital energy (eV) = -10.52

```
! RIJCOSX wB97M-V def2-TZVPD def2/J DEFGRID3
* xyz 0 1
Cl 2.2182 -1.7206 1.4102
C 3.6401 -2.7803 0.9756
C 3.8271 -3.0302 -0.4833
Cl 4.0625 -1.5824 -1.3845
H 3.4975 -3.7379 1.5017
H 4.4594 -2.3117 1.3820
H 2.9749 -3.5718 -0.8975
H 4.6971 -3.6676 -0.5817
Cl -2.2991 5.9109 -0.8734
C -2.9445 5.3897 0.7888
C -2.0965 4.2700 1.4866
Cl -0.4925 4.8905 1.8220
H -4.0048 5.0811 0.6357
H -3.0525 6.2923 1.4019
H -2.0439 3.4356 0.8395
H -2.6606 4.0531 2.4089
Cl 0.7130 -0.0263 4.5738
C 1.3482 1.6210 4.3620
C 1.6770 1.8928 2.8509
Cl 2.8463 3.2864 2.8620
H 2.3310 1.4973 4.8297
H 0.8001 2.4754 4.7340
H 0.8181 2.1516 2.2391
H 2.1755 1.0823 2.3419
Cl 2.3945 2.2304 -2.0390
C 1.5017 1.1334 -1.0051
C 0.2495 1.7799 -0.4898
Cl -0.7482 0.5406 0.1893
H 2.1170 0.8723 -0.2114
H 1.3237 0.2540 -1.5874
H -0.2415 2.3668 -1.2121
H 0.4213 2.4766 0.3427
Cl -2.2234 3.1161 -3.8233
C -1.4652 1.8084 -4.7655
C -0.9303 0.7887 -3.7692
Cl 0.0932 -0.3237 -4.6049
H -0.7205 2.2733 -5.4429
H -2.1694 1.3014 -5.3608
H -1.7082 0.1879 -3.2450
H -0.3619 1.2602 -2.9614
Cl -1.4988 -3.4118 4.5439
C -0.6150 -2.9214 3.0985
C -1.5674 -2.9434 1.9113
Cl -2.3440 -4.5077 1.5678
H 0.1967 -3.6247 3.0196
H -0.1676 -1.9259 3.2021
H -0.9746 -2.6539 1.0007
H -2.4804 -2.3216 1.8972
Cl 0.5695 -3.3219 -1.6054
C -0.6787 -3.6557 -2.7857
C -2.0549 -3.6946 -2.2272
Cl -2.7095 -2.1263 -1.7832
H -0.4063 -4.6025 -3.2659
H -0.5365 -2.8572 -3.4617
H -2.0250 -4.3440 -1.3697
H -2.7311 -4.0550 -2.9823
*
```

The ion C12H17FNO2 with charge +1, computed with ωB97M-V/def2-TZVPD.

Output
- LUMO level (Eh) = -0.0977
- gap between HOMO and LUMO (eV) = 9.947
- SMILES = CCOC(=O)CC[NH2+]Cc1ccc(F)cc1
- highest occupied orbital energy (eV) = -12.61

```
! RIJCOSX wB97M-V def2-TZVPD def2/J DEFGRID3
* xyz 1 1
C 5.8908 0.5760 -0.5459
C 4.7664 -0.0455 0.2589
H 4.5646 -1.0755 -0.0481
H 4.9920 -0.0258 1.3287
O 3.5696 0.7418 0.0678
C 2.4215 0.1566 -0.0426
O 2.2225 -1.0486 0.0322
C 1.2809 1.1333 -0.3073
H 1.5413 2.1077 0.1039
C -0.0306 0.6309 0.2961
N -0.3240 -0.7367 -0.1961
H -0.5779 -0.7003 -1.1884
C -1.4066 -1.4449 0.5403
C -2.7340 -0.7757 0.3038
C -3.3226 0.0119 1.2863
C -4.5329 0.6384 1.0534
C -5.1443 0.4724 -0.1786
C -4.5783 -0.3076 -1.1751
C -3.3710 -0.9304 -0.9247
H -2.9340 -1.5585 -1.6880
H -5.0874 -0.4239 -2.1180
F -6.3089 1.0796 -0.4138
H -5.0066 1.2443 1.8084
H -2.8429 0.1269 2.2464
H -1.1550 -1.4481 1.6016
H -1.4310 -2.4771 0.1842
H 0.6253 -1.2289 -0.1090
H -0.8557 1.3035 0.0534
H 0.0638 0.5772 1.3833
H 1.1911 1.2498 -1.3909
H 6.8053 0.0183 -0.3697
H 5.6643 0.5507 -1.6085
H 6.0444 1.6081 -0.2440
*
```

A structure of composition C17H16Cl2N2NiOS2, computed with ωB97M-V/def2-TZVPD.

Output
- LUMO level (spin up / spin down) (Eh) = -0.0017 / -0.0244
- gap between HOMO and LUMO (spin up / spin down) (eV) = 8.056 / 7.438
- <S²> = 2.01
- highest occupied orbital energy (spin up / spin down) (eV) = -8.10 / -8.10

```
! RIJCOSX wB97M-V def2-TZVPD def2/J DEFGRID3
* xyz 0 3
Ni -2.0674 -0.1029 -0.5807
C 1.2814 0.8022 1.9164
C 0.0099 1.0109 1.1432
N -0.7073 -0.0267 0.8363
N -0.2331 -1.2365 1.3336
C -0.7167 -2.2708 0.7592
S -1.8266 -2.2926 -0.6012
S -0.0736 -3.8315 1.3166
C 0.9216 -4.1839 -0.1769
C 1.8898 -3.0751 -0.4754
C 3.0073 -2.8698 0.3296
C 3.8660 -1.8108 0.0864
C 3.6138 -0.9347 -0.9635
C 2.5018 -1.1297 -1.7677
C 1.6450 -2.1963 -1.5241
C -0.4054 2.3522 0.7258
C 0.1456 3.4612 1.3989
C -0.1917 4.7571 1.0936
C -1.1028 4.9925 0.0620
C -1.6656 3.9402 -0.6157
C -1.3581 2.6024 -0.2992
O -1.9776 1.6781 -1.0022
H 1.0615 0.4027 2.9064
H 1.8714 1.7064 1.9986
H 1.8726 0.0409 1.4067
H 0.2509 -4.3600 -1.0166
H 1.4341 -5.1175 0.0568
H 3.1921 -3.5376 1.1631
H 4.7335 -1.6649 0.7174
H 4.2833 -0.1052 -1.1522
H 2.2963 -0.4511 -2.5858
H 0.7694 -2.3417 -2.1462
H 0.8406 3.2945 2.2086
H 0.2443 5.5778 1.6460
H -1.3721 6.0070 -0.2045
H -2.3781 4.0990 -1.4142
Cl -5.2350 0.3446 0.0477
C -5.2327 -0.7610 -1.3274
Cl -4.0045 -0.2855 -2.5193
H -6.2024 -0.7302 -1.8082
H -4.9814 -1.7540 -0.9718
*
```

A structure of composition C19H15Cl3N2O7Pd, computed with ωB97M-V/def2-TZVPD.

Output
- LUMO level (Eh) = 0.1661
- relative energy (zero: lowest compared OMol25 entry of this formula, charge and spin) (kcal/mol) = 0.0
- gap between HOMO and LUMO (eV) = 6.488
- highest occupied orbital energy (eV) = -1.97

```
! RIJCOSX wB97M-V def2-TZVPD def2/J DEFGRID3
* xyz -2 1
Pd 0.1784 1.3656 0.1364
C 0.7704 -1.3504 5.3055
O 0.9814 -0.6578 4.1045
C 1.4379 -1.3975 3.0476
C 1.9623 -2.6561 3.1666
C 2.3763 -3.3748 2.0278
C 2.2354 -2.8021 0.7981
C 1.7004 -1.5050 0.6410
C 1.5291 -1.0503 -0.7095
N 0.9771 0.0520 -1.0594
N 0.8925 0.3508 -2.4165
C 0.2230 1.4574 -2.5788
O -0.2759 2.1924 -1.6468
C 0.0061 1.9281 -3.9786
C -0.7570 3.0715 -4.1937
C -0.9739 3.5346 -5.4841
C -0.4306 2.8614 -6.5696
C 0.3289 1.7167 -6.3574
C 0.5452 1.2509 -5.0698
C 1.2865 -0.7557 1.7705
O 0.7919 0.4345 1.7718
H 0.2812 -0.6498 5.9808
H 1.7120 -1.6828 5.7623
H 0.1242 -2.2213 5.1525
H 2.0287 -3.1271 4.1383
H 2.7517 -4.3845 2.1330
H 2.4965 -3.3561 -0.0966
H 1.8810 -1.6886 -1.5166
H -1.1761 3.5724 -3.3310
H -1.5738 4.4233 -5.6420
H -0.6015 3.2226 -7.5773
H 0.7505 1.1824 -7.2010
H 1.1268 0.3582 -4.8851
C -1.8598 4.5083 2.3255
C -1.6495 3.4537 1.2347
O -2.5049 3.3175 0.3658
O -0.5366 2.8284 1.3569
H -2.9177 4.5651 2.5798
H -1.5544 5.4799 1.9292
H -1.2622 4.2874 3.2080
Cl -0.8320 -5.1012 3.0156
C -2.1591 -4.3809 2.0436
Cl -3.2199 -5.7134 1.4990
Cl -3.1107 -3.3239 3.1126
C -1.4735 -3.5619 0.7997
O -1.1873 -2.4098 1.1067
O -1.3188 -4.2640 -0.2002
*
```

A structure of composition C13H14Br2NO3PS2W, computed with ωB97M-V/def2-TZVPD.

Output
- LUMO level (spin up / spin down) (Eh) = -0.1677 / -0.1612
- relative energy (zero: lowest compared OMol25 entry of this formula, charge and spin) (kcal/mol) = 0.0
- gap between HOMO and LUMO (spin up / spin down) (eV) = 7.049 / 7.228
- <S²> = 0.77
- highest occupied orbital energy (spin up / spin down) (eV) = -11.61 / -11.62

```
! RIJCOSX wB97M-V def2-TZVPD def2/J DEFGRID3
* xyz 1 2
W -0.0544 -0.7158 0.2746
Br 4.4389 0.0605 -1.9120
C 3.1865 -1.2791 -2.2784
C 3.4920 -2.2876 -3.2269
C 2.5933 -3.2653 -3.5339
Br 3.0410 -4.5729 -4.8106
C 1.3196 -3.2993 -2.9010
C 0.2871 -4.2267 -3.1410
C -0.9048 -4.1232 -2.4671
C -1.0810 -3.1027 -1.5300
N -0.1254 -2.2244 -1.2724
C 1.0598 -2.3025 -1.9515
C 1.9808 -1.2860 -1.6407
O 1.5662 -0.3576 -0.7404
H 4.4564 -2.2657 -3.7141
H 0.4405 -5.0156 -3.8655
H -1.7093 -4.8214 -2.6440
H -2.0018 -3.0007 -0.9697
C 0.2779 4.4693 1.4286
C -0.1985 3.4017 0.4809
O -1.3034 2.6707 1.1072
P -1.2698 1.1188 1.3305
S 0.3298 -1.8557 1.9848
S -2.2931 0.0378 -0.0775
O -2.0185 0.8893 2.6897
C -1.7766 1.7269 3.8693
C -2.8930 2.7244 4.0308
H 1.0558 5.0592 0.9435
H 0.6974 4.0342 2.3360
H -0.5393 5.1360 1.7004
H 0.5949 2.6940 0.2286
H -0.6022 3.8164 -0.4399
H -0.8040 2.2122 3.7728
H -1.7308 1.0226 4.6961
H -2.9303 3.4116 3.1868
H -2.7301 3.3019 4.9414
H -3.8516 2.2145 4.1149
*
```

A cluster of 3 separate species, C5H12O3 in total at a distorted geometry, computed with ωB97M-V/def2-TZVPD.

Output
- LUMO level (Eh) = 0.0239
- relative energy (zero: lowest compared OMol25 entry of this formula, charge and spin) (kcal/mol) = 71.1
- gap between HOMO and LUMO (eV) = 8.679
- SMILES = C/C=C/C=C/O.O.O
- highest occupied orbital energy (eV) = -8.03

```
! RIJCOSX wB97M-V def2-TZVPD def2/J DEFGRID3
* xyz 0 1
C -1.0204 0.8956 2.6634
C -0.2414 0.0407 1.6895
C 0.2182 0.5464 0.5210
C 0.9735 -0.0257 -0.6785
C 1.0388 0.6888 -1.7694
O 1.5649 0.2920 -2.9391
H -2.0364 0.3220 2.8750
H -0.4550 0.8304 3.6362
H -1.1098 1.8904 2.2676
H -0.2205 -1.0852 1.8475
H -0.0665 1.6461 0.4565
H 1.2608 -1.0323 -0.6001
H 0.5026 1.5723 -1.9929
H 1.7980 -0.6019 -2.8319
H 1.5916 -6.5704 2.0940
H 1.3544 -5.1244 2.2327
O 0.9140 -5.9534 2.4436
H -2.6050 3.4945 -3.9967
H -1.6864 4.5122 -4.1735
O -1.7755 3.6616 -3.7448
*
```

| no. | DFT total energy (hartree) |
| --- | --- |
| 1 | -6992.92271 |
| 2 | -772.35573 |
| 3 | -4067.23859 |
| 4 | -2877.79297 |
| 5 | -7137.01620 |
| 6 | -423.34056 |